104
Properties=species:S:1:pos:R:3:forces:R:3:lowdin_charge:R:1 method="wB97M-V/def2-TZVPD" spin_multiplicity=1 e_above_lowest_kj_mol=1297.6 gap_ev=9.22 energy_ev=-79687.9523
N 8.0814 -0.0369 31.9604 3.5136 -0.0185 3.0060 0.178
N 9.5622 5.2812 15.0313 4.1587 1.8890 -5.2876 0.183
H 6.7654 -4.7820 17.8638 0.2013 -0.4391 -0.1697 0.107
H 12.5197 6.8708 19.0184 0.3629 0.2141 0.2706 0.125
N 8.8298 4.7081 16.8992 -0.0821 -2.8491 6.4073 0.179
H 10.4512 4.8351 15.2068 -0.0966 0.4780 -0.6141 0.129
H 1.9619 2.3425 17.3208 -0.0784 0.4727 0.2704 0.129
H 10.3317 -0.4338 14.1983 0.3670 0.1625 0.2187 0.113
H 4.6614 -6.6298 22.9335 -0.5217 0.1473 0.6533 0.127
C 2.9825 3.2191 18.8022 4.1900 1.5529 4.1738 -0.888
H 7.7690 -0.1474 32.9145 0.5956 -0.0603 -0.2102 0.117
N 11.0423 0.2819 14.1449 -1.7010 0.4494 -2.6806 0.161
N 13.9299 4.0504 25.0881 -0.4410 4.6146 -3.0111 0.178
H 9.0162 -0.2623 31.6516 0.0482 0.1116 0.6171 0.131
H 11.5464 -0.8418 16.1607 0.3365 0.0100 0.0371 0.114
H 13.9778 4.9472 25.5502 0.0877 0.0053 -0.6932 0.113
N 1.2899 -2.7069 27.2299 -5.4002 -1.2481 -0.1020 0.163
H 14.4573 2.3647 27.5479 -0.0948 0.4870 0.5848 0.120
N 3.8722 2.3192 18.6231 4.0758 -4.9559 -0.2891 0.156
H 14.8904 -1.0289 33.1105 0.6961 -0.2678 0.0895 0.130
H 11.0843 0.8956 13.3438 -0.6874 -0.3180 -0.1197 0.113
H 6.3747 -3.1298 23.2528 -0.1529 -0.0932 0.1956 0.120
H 6.1730 6.4458 27.7174 -0.7699 0.5953 -0.4788 0.109
H 14.0486 3.9819 24.0874 -0.2994 0.0080 0.3379 0.128
H 1.0202 -3.6784 27.2897 -0.1598 0.4999 0.2158 0.129
H 10.5619 -0.0973 24.3819 -0.3936 0.0361 0.0988 0.086
N 12.0986 -0.0037 16.0475 0.2540 -3.8648 4.5977 0.165
N 7.3157 -4.8251 17.0180 -0.0017 -0.5341 0.9499 0.170
N 5.7678 5.9694 26.9244 -2.2265 6.6265 -0.1032 0.172
H 0.6491 -1.9273 27.1883 -0.5922 -0.9444 0.0084 0.113
O 12.4474 1.8471 14.9496 -0.6257 0.2482 -0.4314 -0.007
O 5.7602 3.9128 26.0793 -1.1252 -1.3609 -1.9220 0.053
H 7.2047 -2.3532 17.7352 -0.4551 0.1218 -0.1998 0.114
C 11.8242 0.7872 15.0821 2.3468 2.7930 -1.3338 -0.784
H 7.1839 3.5085 27.8630 0.3635 0.2972 0.2090 0.129
H 15.5811 4.5461 18.2578 -0.1563 0.2820 0.2014 0.127
N 7.0946 -2.5706 16.7550 -1.7030 4.0518 3.3066 0.153
O 8.5401 0.0466 21.9830 -2.1983 0.5069 -1.6075 0.060
H 11.0163 -4.9484 28.7491 -0.8668 0.2903 -0.0920 0.108
C 14.0025 3.0221 25.8413 0.3484 -2.2287 0.1674 -0.845
N 13.5103 6.7093 18.9062 -2.5982 4.5513 0.8024 0.157
O 13.2278 4.5021 19.1190 -0.3274 -0.1499 0.2672 0.017
O 5.7741 -4.9018 21.7381 -0.1614 0.2385 -0.7647 -0.001
C 7.2267 -0.0353 31.0112 -1.3670 -0.4979 -5.0050 -0.800
H 5.6680 -3.8218 24.6791 0.1339 0.0674 -0.2035 0.108
H 14.0446 -1.2973 29.4781 0.8718 -0.4775 -0.8274 0.125
H 7.6046 -5.6941 16.5918 -0.2056 0.2278 0.3038 0.112
N 14.8191 -1.4004 30.1180 -0.4124 0.0256 -2.9728 0.162
O 13.8990 1.8851 25.4746 -0.3837 -2.7402 -1.5483 0.033
H 1.6190 4.0011 17.8200 -0.5320 -0.4046 -0.6140 0.136
H 3.8365 1.9701 17.6760 1.1745 -0.8333 0.7063 0.111
N 2.1946 3.1716 17.8484 -7.6173 2.0103 -5.7803 0.170
H 15.8990 -2.0146 32.0156 -0.2734 0.1689 0.7368 0.116
C 11.9263 -5.1295 27.0443 -1.2637 1.4132 3.8165 -0.825
H 4.5245 -5.5335 24.4068 -0.6073 -1.4876 0.0570 0.112
O 3.1377 4.0608 19.6437 -1.3062 2.1714 2.1460 0.058
H 11.5898 0.4125 22.4961 -0.3138 -0.2293 0.4884 0.114
C 2.5272 -2.3942 27.1775 3.4561 -2.0324 1.6555 -0.846
H 4.9203 6.3277 26.5078 0.3982 -0.1591 -0.0662 0.131
N 6.9509 4.4880 27.7832 4.6905 -2.7496 4.5151 0.158
H 10.1571 -4.1877 27.3600 -0.0040 -0.1357 0.6879 0.104
H 3.6699 -0.8094 26.8074 -0.4927 0.2556 -0.2342 0.132
H 9.2260 5.8237 14.2485 1.4319 -0.2694 -0.8423 0.134
C 7.4215 -3.7169 16.2670 0.6698 -1.9888 -1.0839 -0.805
C 9.5851 0.0738 22.5478 -1.9557 -1.8658 4.9279 -0.774
H 6.7934 -1.8729 16.0897 0.4928 -0.0398 0.3887 0.119
C 5.4878 -4.8624 22.9311 2.1841 -0.1145 -3.6329 -0.799
O 7.3618 5.3486 15.3697 1.7872 -0.3026 0.2927 -0.032
N 12.0566 -4.5698 25.9063 1.7805 0.2286 -5.9525 0.169
H 7.3111 5.1547 28.4509 -0.0622 -0.4992 -0.1617 0.113
H 14.1738 7.4698 18.9448 -0.6104 -0.0247 -0.0840 0.112
H 1.8886 -0.7706 26.4247 1.0996 1.0513 -0.3110 0.113
H 4.4910 2.0435 19.3723 0.1016 -0.0006 -0.5989 0.128
H 5.3462 0.0056 30.5507 -0.3228 -0.0059 0.6745 0.121
O 3.3996 -3.1499 27.5460 1.7186 -1.3496 -0.0041 0.021
H 9.7732 4.4076 17.0992 -0.4279 -0.2042 0.4848 0.122
H 12.8834 0.0928 16.6758 -0.3832 0.5568 -0.2785 0.127
N 10.9736 -4.5736 27.8122 -0.9067 0.0075 1.2501 0.152
O 7.7944 -3.7079 15.1313 1.0315 -1.3490 -3.4130 0.030
H 11.6358 -3.8182 25.3789 -0.3152 -0.3211 0.7099 0.123
N 4.9104 -5.8538 23.5301 -1.7540 -1.8090 1.8551 0.166
C 6.1339 4.7582 26.8458 -1.2772 -2.8134 -1.9661 -0.865
C 14.5223 -0.8206 31.2549 -3.2015 1.6242 -0.7731 -0.816
H 12.6656 -5.2263 25.4391 0.2671 0.8093 -1.1722 0.122
O 7.4813 -0.0957 29.8005 0.9376 0.2049 0.2182 -0.008
O 13.5925 -0.0466 31.4671 -0.3038 0.2963 -0.6101 0.012
H 8.0100 4.2662 17.2899 0.5221 -0.1508 0.9317 0.131
O 12.7236 -5.9151 27.4706 1.3030 -2.2588 0.7539 0.047
C 8.5519 5.0982 15.7388 -7.1962 1.3143 -1.3679 -0.848
H 15.6798 -1.9253 30.0564 -0.7399 -0.0644 -0.8398 0.112
N 2.7297 -1.1783 26.8071 0.4272 3.7628 -1.3142 0.177
H 8.8313 -0.2916 24.4551 0.2741 0.1919 -0.2058 0.097
N 15.1229 5.4290 18.4326 5.1777 -0.8433 -1.3179 0.161
N 15.2463 -1.2650 32.1953 3.3306 -1.3098 5.1773 0.159
N 5.9462 -3.9201 23.7132 0.8739 3.1088 1.8424 0.167
H 5.7169 0.0253 32.3280 -0.6892 0.0402 -0.5498 0.107
N 5.9636 -0.0198 31.3497 -2.6867 0.2488 1.2070 0.155
H 10.7101 0.6284 21.1360 0.1261 -0.3327 -0.3640 0.121
H 14.4689 4.1245 27.5500 0.0044 -0.3382 -0.2607 0.112
C 13.9183 5.4868 18.8833 -2.0482 -3.4416 0.0676 -0.809
H 15.6094 6.2918 18.2352 0.1473 -0.6013 -0.2048 0.110
N 10.7505 0.1272 22.0120 4.6406 1.6283 -3.6681 0.161
N 9.6769 -0.2118 23.9087 -0.1351 0.0924 0.3768 0.135
N 14.2671 3.2464 27.0935 0.7114 0.1303 4.3809 0.161